# 1
The following is a quantum chemistry calculation of 3 unconnected molecules or ions with the total composition C4H4N2, from the OMol25 dataset.

Geometry as XYZ:
```
10
Properties=species:S:1:pos:R:3:forces:R:3
C 1.550 1.154 0.006 0.436 -0.467 -0.099
C 2.133 0.121 -0.191 -0.211 0.590 0.121
H 1.051 2.081 0.183 0.184 -0.202 -0.003
H 2.640 -0.806 -0.351 -0.077 0.212 0.003
C -2.124 0.038 0.181 0.103 0.486 -0.101
C -1.594 1.088 -0.063 -0.383 -0.396 0.082
H -2.585 -0.902 0.389 0.065 0.218 -0.020
H -1.148 2.030 -0.289 -0.141 -0.167 0.009
N 0.564 -2.400 -0.096 -1.943 -0.136 0.596
N -0.488 -2.405 0.233 1.967 -0.137 -0.589
```
Positions in Å, forces in eV/Å.

DFT total energy ... -7189.195 eV
E_HOMO ... -0.38032 Eh
Kohn-Sham gap ... 11.63 eV
Energy above the lowest of the compared OMol25 structures with the same formula, charge and spin ... 80.6 kcal per mole
LUMO ... 1.3 eV
Maximum force ... 2.06 eV/A
SMILES string ... C#C.C#C.N#N

=====

# 2
The following is a quantum chemistry calculation of a molecular structure, C5F15KN2O11S5, from the OMol25 dataset.

Geometry as XYZ:
```
39
Properties=species:S:1:pos:R:3:forces:R:3
K 0.183 -0.340 0.062 -0.284 -0.428 -0.250
C -2.162 -3.209 -3.674 -0.460 -0.074 0.583
F -2.529 -4.027 -2.658 0.076 0.102 -0.107
F -1.082 -3.749 -4.242 0.058 -0.135 -0.157
F -3.170 -3.252 -4.565 0.119 0.097 -0.130
S -1.789 -1.495 -3.083 0.081 0.117 -0.223
O -3.044 -0.919 -2.648 0.168 -0.438 0.112
O -0.835 -1.801 -2.021 -0.131 0.292 0.167
O -1.230 -0.918 -4.278 0.109 0.090 -0.029
C 3.249 1.687 -0.150 0.779 -0.563 -0.779
F 2.911 2.859 0.345 -0.092 -0.175 0.222
F 4.595 1.586 -0.140 -0.184 0.172 0.069
F 2.785 0.679 0.610 -0.126 0.344 0.336
S 2.633 1.377 -1.876 -1.522 0.274 0.564
O 3.189 2.364 -2.737 0.287 0.526 -0.077
O 2.965 0.019 -2.115 -0.003 -0.957 0.252
N 1.020 1.546 -1.583 1.800 0.750 -0.905
S 0.545 2.990 -2.117 -0.297 0.899 0.203
O 1.203 4.119 -1.502 -0.088 -0.307 0.035
O 0.294 3.072 -3.520 -0.029 -0.245 -0.279
C -1.119 3.023 -1.353 -0.034 -0.815 0.169
F -1.854 1.969 -1.729 0.066 0.290 0.072
F -1.024 2.989 -0.010 -0.104 0.255 -0.354
F -1.737 4.140 -1.722 -0.104 0.073 0.110
C -0.223 1.632 3.004 0.228 -0.054 0.065
F -0.359 2.720 3.761 -0.032 0.063 -0.058
F -1.186 1.612 2.086 -0.068 0.146 -0.133
F 0.963 1.680 2.388 -0.135 0.262 -0.047
S -0.353 0.130 4.022 -0.712 0.042 -0.939
O 0.630 0.261 5.040 0.804 -0.039 0.432
O -1.724 0.071 4.405 -0.641 0.090 0.342
N -0.019 -0.878 2.804 0.224 -0.652 1.384
S 0.316 -2.342 3.374 1.212 -0.326 -0.571
O 1.679 -2.724 3.109 -0.352 0.060 -0.343
O -0.181 -2.636 4.681 -0.531 0.092 0.361
C -0.695 -3.365 2.222 -0.110 0.055 0.298
F -0.503 -4.670 2.462 0.021 0.233 -0.039
F -1.990 -3.094 2.384 0.025 -0.082 -0.100
F -0.351 -3.107 0.963 -0.017 -0.036 -0.254
```
Positions in Å, forces in eV/Å.

DFT total energy ... -141955.424 eV
Charge ... -2
E_HOMO ... -0.16957 Eh
Kohn-Sham gap ... 8.98 eV
Energy above the lowest of the compared OMol25 structures with the same formula, charge and spin ... 2.7 kcal per mole
LUMO ... 4.4 eV
Maximum force ... 2.15 eV/A

=====

# 3
The following is a quantum chemistry calculation of 2 unconnected molecules or ions with the total composition CH6FN4, from the OMol25 dataset.

Geometry as XYZ:
```
12
Properties=species:S:1:pos:R:3:forces:R:3
C 0.454 -0.095 0.171 -0.148 1.730 0.703
N -0.479 0.827 0.111 -0.323 1.353 -2.138
N 0.199 -1.357 0.478 4.945 -0.767 2.019
N 1.684 0.472 0.086 0.201 -0.978 -0.269
N -1.750 0.870 0.131 -2.225 -0.684 5.245
F -2.493 -0.485 -0.155 0.652 1.499 0.332
H -0.491 -1.866 0.101 -3.728 -1.467 -1.491
H 0.994 -2.016 0.683 -0.846 1.362 -0.411
H 1.654 1.393 -0.449 0.883 -1.860 1.423
H 2.504 -0.143 0.354 -1.129 1.717 -1.021
H -2.319 1.507 -0.458 0.884 -0.424 -0.298
H -2.174 1.239 1.466 0.834 -1.482 -4.094
```
Positions in Å, forces in eV/Å.

DFT total energy ... -9800.238 eV
Charge ... +1
E_HOMO ... -0.53490 Eh
Kohn-Sham gap ... 9.59 eV
Energy above the lowest of the compared OMol25 structures with the same formula, charge and spin ... 56.6 kcal per mole
LUMO ... -5.0 eV
Maximum force ... 5.74 eV/A

=====

# 4
The following is a quantum chemistry calculation of 9 unconnected molecules or ions with the total composition C51H48BrN9O17, from the OMol25 dataset.

Geometry as XYZ:
```
126
Properties=species:S:1:pos:R:3:forces:R:3
O -6.886 6.366 1.883 0.020 -0.011 -0.005
N -6.528 7.133 1.007 0.017 -0.013 -0.013
O -6.791 8.316 0.984 0.000 0.010 0.003
C -5.721 6.581 -0.097 -0.032 0.025 0.026
C -5.436 5.228 -0.100 0.021 -0.035 -0.015
C -4.679 4.720 -1.144 -0.006 -0.015 0.003
C -4.225 5.561 -2.152 -0.027 -0.072 0.070
C -4.526 6.917 -2.124 0.015 -0.002 -0.013
C -5.283 7.441 -1.088 0.019 0.006 -0.026
H -5.802 4.597 0.696 -0.010 0.018 0.003
H -4.442 3.664 -1.177 0.013 0.009 -0.005
H -3.633 5.138 -2.951 -0.015 0.097 -0.040
H -4.171 7.570 -2.909 -0.002 -0.005 0.001
H -5.532 8.490 -1.040 -0.012 -0.009 0.015
O -1.832 -2.102 -3.196 0.009 0.014 -0.004
N -1.806 -3.225 -3.660 -0.011 -0.031 -0.007
O -2.618 -3.657 -4.454 0.025 0.016 -0.004
C -0.723 -4.124 -3.221 -0.012 0.003 -0.024
C 0.221 -3.645 -2.328 0.012 -0.043 0.013
C 1.216 -4.517 -1.906 -0.098 0.064 -0.019
C 1.257 -5.816 -2.387 0.115 -0.048 0.014
C 0.311 -6.261 -3.300 -0.057 -0.047 -0.021
C -0.699 -5.415 -3.724 0.067 0.046 0.029
H 0.180 -2.620 -1.986 -0.023 -0.009 -0.021
H 1.967 -4.179 -1.210 -0.007 0.045 -0.021
H 2.039 -6.487 -2.056 -0.003 0.000 -0.002
H 0.369 -7.274 -3.672 -0.054 0.008 0.000
H -1.452 -5.733 -4.430 -0.023 0.019 0.020
O 2.255 -8.759 -3.547 -0.014 -0.194 -0.055
N 3.347 -8.634 -4.063 -0.051 0.345 0.057
O 4.378 -8.483 -3.438 0.099 -0.122 -0.051
C 3.420 -8.608 -5.534 0.005 -0.061 0.054
C 2.248 -8.729 -6.258 -0.025 -0.011 -0.032
C 2.324 -8.691 -7.641 0.004 0.004 -0.003
C 3.553 -8.536 -8.268 -0.001 0.001 0.015
C 4.715 -8.419 -7.517 -0.003 0.002 -0.001
C 4.657 -8.453 -6.133 0.027 0.002 -0.031
H 1.305 -8.850 -5.746 0.013 0.001 0.017
H 1.420 -8.781 -8.228 0.006 0.002 -0.001
H 3.605 -8.505 -9.348 0.000 -0.003 0.003
H 5.671 -8.297 -8.008 -0.006 0.001 -0.002
H 5.544 -8.360 -5.526 -0.015 0.001 0.014
O 8.087 -5.628 -2.330 0.012 0.016 -0.026
N 8.433 -5.974 -1.218 -0.064 -0.035 0.042
O 9.268 -5.402 -0.546 0.004 0.027 0.008
C 7.791 -7.172 -0.640 0.029 0.033 -0.046
C 6.842 -7.843 -1.388 -0.054 0.000 -0.026
C 6.237 -8.961 -0.836 -0.053 0.028 0.048
C 6.584 -9.381 0.441 0.035 0.016 -0.024
C 7.544 -8.692 1.171 -0.011 0.009 0.011
C 8.160 -7.573 0.632 -0.006 -0.016 0.048
H 6.573 -7.489 -2.372 -0.002 0.019 0.017
H 5.476 -9.479 -1.402 0.019 -0.012 0.008
H 6.102 -10.249 0.871 0.006 0.000 0.000
H 7.814 -9.022 2.165 -0.001 -0.007 -0.005
H 8.907 -7.016 1.177 0.008 0.009 -0.019
O 4.063 -2.960 -1.210 0.048 -0.001 0.044
N 4.536 -3.736 -0.399 0.083 0.052 -0.034
O 4.666 -4.928 -0.591 -0.021 -0.058 0.011
C 4.984 -3.190 0.894 -0.048 -0.024 -0.053
C 4.752 -1.854 1.161 0.028 0.050 -0.016
C 5.196 -1.338 2.366 0.016 0.038 0.060
C 5.852 -2.157 3.275 -0.024 -0.036 -0.018
C 6.062 -3.501 2.988 0.008 0.002 -0.016
C 5.625 -4.032 1.785 0.050 0.004 0.030
H 4.248 -1.232 0.437 0.017 -0.009 -0.028
H 5.037 -0.291 2.585 0.015 -0.003 -0.001
H 6.203 -1.747 4.213 -0.003 -0.003 -0.002
H 6.573 -4.136 3.698 -0.002 0.004 0.001
H 5.783 -5.070 1.531 -0.011 -0.011 -0.015
O -10.120 4.798 8.898 0.004 -0.011 -0.001
N -9.037 4.966 8.373 -0.019 0.028 -0.030
O -7.969 4.786 8.925 0.013 0.004 0.011
C -9.017 5.434 6.974 -0.009 -0.036 0.048
C -10.220 5.696 6.343 -0.046 0.027 -0.024
C -10.190 6.168 5.040 -0.001 -0.027 0.032
C -8.977 6.361 4.393 -0.013 0.001 0.021
C -7.783 6.080 5.044 -0.034 0.005 0.017
C -7.795 5.612 6.350 0.065 0.034 -0.023
H -11.149 5.545 6.872 0.015 -0.007 0.013
H -11.118 6.404 4.538 0.013 -0.002 -0.015
H -8.953 6.745 3.383 0.018 -0.003 0.001
H -6.843 6.234 4.532 -0.011 -0.004 -0.014
H -6.882 5.394 6.884 -0.014 -0.006 0.012
O 6.600 2.804 -0.778 0.002 0.015 0.011
N 6.621 1.598 -0.904 0.023 -0.093 -0.110
O 6.214 0.808 -0.074 -0.081 0.028 0.109
C 7.176 1.039 -2.152 -0.021 0.013 0.043
C 7.679 1.907 -3.102 0.018 0.019 -0.041
C 8.200 1.371 -4.270 0.001 0.001 -0.001
C 8.206 -0.004 -4.464 -0.012 0.009 0.024
C 7.691 -0.854 -3.495 0.002 -0.014 -0.018
C 7.168 -0.334 -2.321 -0.003 -0.029 -0.015
H 7.660 2.972 -2.925 -0.005 -0.008 0.018
H 8.601 2.030 -5.028 0.000 -0.005 0.000
H 8.615 -0.416 -5.377 -0.003 0.001 0.001
H 7.695 -1.925 -3.649 0.005 -0.003 0.011
H 6.761 -0.972 -1.551 -0.001 0.006 0.006
O -10.586 11.369 5.100 -0.007 0.014 -0.012
N -10.116 10.333 5.519 0.095 -0.118 0.231
O -9.947 9.325 4.865 -0.082 0.087 -0.228
C -9.717 10.270 6.941 -0.016 -0.001 -0.053
C -9.920 11.377 7.743 0.000 0.030 0.034
C -9.551 11.296 9.077 0.000 -0.001 0.001
C -8.995 10.127 9.579 -0.004 -0.002 -0.014
C -8.799 9.030 8.750 -0.003 0.001 -0.001
C -9.161 9.094 7.414 0.015 -0.012 0.020
H -10.356 12.272 7.325 -0.001 -0.015 -0.015
H -9.702 12.149 9.725 0.003 -0.006 0.001
H -8.712 10.070 10.622 0.001 0.000 -0.003
H -8.364 8.120 9.142 0.003 0.001 0.006
H -9.021 8.256 6.747 -0.002 0.028 -0.011
C 2.326 0.152 -1.851 0.078 -0.054 -0.125
O 0.959 -0.125 -2.078 -0.057 0.006 0.094
C 0.274 0.922 -2.744 0.020 -0.002 0.060
C -1.190 0.916 -2.303 -0.112 -0.045 -0.115
N -1.851 2.217 -2.213 -0.200 -0.101 0.341
Br -1.738 3.189 -3.809 0.098 0.066 -0.216
H 2.828 -0.799 -1.669 -0.010 0.047 0.033
H 2.463 0.810 -0.983 -0.042 0.000 -0.062
H 2.789 0.627 -2.724 -0.001 -0.053 0.018
H 0.354 0.773 -3.827 0.054 0.112 0.041
H 0.724 1.895 -2.500 -0.020 -0.049 0.046
H -1.795 0.289 -2.958 0.062 -0.024 0.070
H -1.244 0.493 -1.296 0.015 -0.002 -0.046
H -1.400 2.797 -1.513 0.147 0.055 -0.124
```
Positions in Å, forces in eV/Å.

DFT total energy ... -171903.788 eV
E_HOMO ... -0.33717 Eh
Kohn-Sham gap ... 8.30 eV
LUMO ... -0.9 eV
Maximum force ... 0.41 eV/A
SMILES string ... O=[N+]([O-])c1ccccc1.O=[N+]([O-])c1ccccc1.O=[N+]([O-])c1ccccc1.O=[N+]([O-])c1ccccc1.O=[N+]([O-])c1ccccc1.O=[N+]([O-])c1ccccc1.O=[N+]([O-])c1ccccc1.O=[N+]([O-])c1ccccc1.COCCNBr

=====

# 5
The following is a quantum chemistry calculation of a molecular structure, C2H4NOP, from the OMol25 dataset.

Geometry as XYZ:
```
9
Properties=species:S:1:pos:R:3:forces:R:3
C 2.202 0.129 -0.282 -3.974 1.299 -0.459
C -0.861 -0.812 -0.243 -2.156 2.473 0.609
N 3.030 -0.411 0.292 1.408 -0.724 0.609
O -0.478 1.957 0.364 0.502 -0.619 -1.017
P -0.096 0.806 -0.703 2.152 -0.031 -1.146
H -1.458 -0.759 0.722 0.468 -0.306 -1.396
H -0.101 -1.480 -0.169 2.301 -2.063 0.602
H -1.398 -1.106 -1.168 -0.321 0.321 0.783
H -0.839 1.675 1.186 -0.380 -0.350 1.416
```
Positions in Å, forces in eV/Å.

DFT total energy ... -14963.150 eV
E_HOMO ... -0.36925 Eh
Kohn-Sham gap ... 9.58 eV
Energy above the lowest of the compared OMol25 structures with the same formula, charge and spin ... 34.5 kcal per mole
LUMO ... -0.5 eV
Maximum force ... 4.21 eV/A